No. 1
27
Properties=species:S:1:pos:R:3:forces:R:3:lowdin_charge:R:1 method="wB97M-V/def2-TZVPD" homo_ev="-13.0 / -13.4" spin_multiplicity=2 s2=0.775 total_charge=+1
C 0.449 -2.080 0.981 -1.930 -0.501 0.237 -0.139
C -0.489 -2.110 2.206 0.140 0.128 0.186 -0.154
H 0.941 -3.043 0.864 0.798 0.427 0.091 0.072
H -0.269 -2.045 0.144 0.626 0.137 -0.054 0.036
H 1.030 -1.161 0.998 0.522 -0.359 -0.220 0.055
H -0.916 -3.092 2.407 -0.055 -0.030 -0.330 0.069
H -1.306 -1.419 1.995 -0.165 0.015 0.335 0.047
H -0.026 -1.823 3.152 0.172 0.157 -0.171 0.064
C 0.595 2.030 1.634 1.113 2.601 -0.074 0.003
C 0.360 0.757 -1.790 -0.917 -0.623 -0.266 -0.156
C -0.305 1.128 -0.617 0.114 -0.030 0.281 -0.126
C 0.620 1.824 0.187 -0.033 -1.150 -0.051 -0.136
C 1.769 1.991 -0.630 0.698 0.040 0.072 0.043
C -0.074 -0.340 -2.544 2.369 1.101 0.672 0.037
C -1.109 -1.071 -2.022 -1.244 0.199 -1.101 -0.024
C -1.616 0.625 -0.393 0.408 0.270 0.321 0.020
C -2.019 -0.448 -1.132 -0.285 0.575 -0.085 -0.048
N 1.632 1.373 -1.808 -0.706 0.689 -0.251 0.135
H 1.927 1.917 -2.613 0.506 -0.695 -0.326 0.185
H 0.655 -0.592 -3.305 -0.540 -0.820 -0.258 0.134
H 2.734 2.443 -0.442 -0.276 0.397 0.327 0.159
H -1.355 -2.043 -2.428 -0.053 0.059 -0.147 0.132
H -2.220 1.143 0.341 -0.297 -0.261 -0.102 0.134
H -0.320 1.819 2.166 0.101 -0.411 0.100 0.098
H 0.831 3.115 1.748 -0.863 0.014 0.023 0.120
H -3.073 -0.686 -1.193 0.135 -0.686 0.573 0.129
H 1.556 1.788 2.092 -0.335 -1.244 0.217 0.110


No. 2
31
Properties=species:S:1:pos:R:3:forces:R:3:lowdin_charge:R:1 method="wB97M-V/def2-TZVPD" homo_ev=-7.3 smiles=CCOc1ccc2nc(NCCO)[nH]c2c1
C -4.226 -1.622 1.094 0.102 0.203 -0.351 -0.066
C -4.070 -1.350 -0.400 -0.105 -0.337 0.209 -0.257
O -3.786 0.002 -0.683 0.067 0.226 -0.031 -0.062
C -2.530 0.495 -0.457 0.081 0.178 -0.016 -0.273
C -2.405 1.878 -0.662 -0.213 -0.118 -0.014 -0.018
C -1.209 2.542 -0.502 0.116 -0.203 0.060 -0.012
C -0.098 1.800 -0.124 -0.191 -0.761 0.090 -0.245
N 1.206 2.178 0.102 0.572 0.175 0.051 0.156
C 1.832 1.085 0.432 -0.248 0.340 -0.013 -0.408
N 3.146 1.054 0.817 0.279 0.156 0.015 0.047
C 3.954 -0.126 0.620 -0.001 -0.226 -0.394 -0.190
C 4.150 -0.502 -0.863 -0.157 0.361 0.246 -0.264
O 4.835 -1.718 -1.015 0.282 -0.367 0.072 -0.061
N 1.025 -0.027 0.435 0.322 -0.097 0.079 0.173
C -0.233 0.411 0.080 -0.392 0.716 -0.219 -0.191
C -1.430 -0.264 -0.079 -0.204 -0.251 -0.036 0.034
H -4.486 -2.665 1.253 -0.025 -0.119 0.049 0.075
H -5.013 -0.994 1.501 -0.077 0.027 0.058 0.079
H -3.304 -1.401 1.626 0.047 -0.025 0.089 0.065
H -5.019 -1.540 -0.910 0.175 -0.041 0.025 0.122
H -3.309 -2.009 -0.839 -0.079 0.073 -0.026 0.113
H -3.295 2.412 -0.956 -0.106 0.063 -0.033 0.113
H -1.132 3.605 -0.664 0.004 0.141 -0.025 0.110
H 3.601 1.929 0.594 -0.093 -0.034 0.058 0.136
H 4.927 0.057 1.085 -0.097 -0.105 0.019 0.123
H 3.492 -0.970 1.141 0.144 -0.008 0.010 0.115
H 4.668 0.315 -1.385 -0.125 -0.029 0.048 0.123
H 3.177 -0.648 -1.339 0.065 0.113 0.027 0.118
H 5.725 -1.628 -0.657 -0.059 -0.015 -0.062 0.088
H 1.285 -0.968 0.669 0.019 0.068 0.008 0.152
H -1.480 -1.329 0.085 -0.103 -0.104 0.008 0.107


No. 3
30
Properties=species:S:1:pos:R:3:forces:R:3:lowdin_charge:R:1 method="wB97M-V/def2-TZVPD" homo_ev="-11.6 / -10.7" total_charge=+1
C 1.866 2.240 -0.877 0.085 -1.385 2.528 0.006
C 3.500 1.069 0.578 -0.415 2.086 -0.027 -0.010
C 0.838 1.722 -0.129 -0.012 1.022 -0.927 0.021
C 2.468 0.554 1.294 0.064 -0.415 0.523 0.025
C -3.729 -1.579 -0.080 -1.200 -1.887 -0.382 -0.030
C -2.938 -2.292 -0.962 -0.386 0.296 0.723 -0.045
C 3.217 2.038 -0.498 -0.152 -2.234 0.777 -0.275
C 1.038 0.866 0.975 2.762 -0.569 -0.167 -0.384
C -1.592 -0.977 0.236 1.147 -1.298 0.286 0.002
C -3.148 0.174 1.632 -1.108 -0.271 0.961 -0.035
C -0.427 -2.440 -1.277 0.221 -0.559 -3.934 -0.053
N -2.831 -0.837 0.694 -0.055 -0.824 -1.353 -0.146
N -1.620 -1.972 -0.706 -1.798 2.010 1.851 -0.159
N 4.274 2.516 -1.124 1.610 2.392 -1.502 0.161
N 0.028 0.373 1.603 -0.769 -1.041 1.318 0.176
H 1.634 2.846 -1.655 -0.532 1.793 -2.371 0.084
H 4.560 1.116 0.885 -0.698 -0.852 0.088 0.124
H -0.194 1.969 -0.405 0.415 -0.246 0.091 0.137
H 2.728 -0.037 2.209 -0.559 0.413 -0.964 0.135
H -4.867 -1.800 0.120 2.651 1.036 -0.321 0.167
H -3.177 -2.994 -1.736 -0.297 -0.181 0.017 0.121
H -2.289 0.516 2.115 1.602 0.420 0.371 0.045
H -3.552 0.976 1.082 -0.981 1.148 -0.173 0.090
H -3.768 -0.186 2.452 -0.527 -0.048 -0.398 0.108
H -0.373 -3.528 -1.408 -0.367 0.156 0.341 0.098
H -0.373 -2.030 -2.371 0.464 -0.524 1.944 0.133
H 0.378 -2.149 -0.655 0.885 0.523 0.294 0.067
H 4.221 3.250 -1.911 -0.086 -1.744 1.885 0.181
H 5.224 2.423 -0.688 -1.491 -0.004 -0.761 0.150
H 0.340 -0.365 2.286 -0.472 0.785 -0.719 0.107


No. 4
34
Properties=species:S:1:pos:R:3:forces:R:3:lowdin_charge:R:1 method="wB97M-V/def2-TZVPD" homo_ev=-9.6 smiles="O=[N+]([O-])c1ccccc1.C[Si](C)(C)c1nncnn1"
O 0.605 5.101 4.688 -0.244 0.159 -0.146 0.077
N -0.245 5.662 4.020 0.051 0.100 0.239 -0.349
O -1.000 6.524 4.432 0.210 -0.236 -0.075 0.076
C -0.366 5.270 2.605 -0.026 -0.051 -0.132 -0.147
C 0.457 4.276 2.111 0.142 -0.143 0.013 -0.002
C 0.331 3.904 0.782 -0.071 0.023 -0.072 -0.074
C -0.607 4.527 -0.030 0.001 -0.008 0.006 -0.075
C -1.421 5.528 0.484 0.060 -0.074 -0.019 -0.065
C -1.304 5.905 1.811 -0.146 0.129 -0.046 -0.003
H 1.184 3.796 2.748 -0.035 0.060 0.088 0.120
H 0.967 3.127 0.380 0.035 0.007 0.021 0.102
H -0.704 4.233 -1.067 0.007 0.010 -0.006 0.106
H -2.150 6.014 -0.150 -0.009 0.011 0.010 0.108
H -1.934 6.681 2.219 0.046 -0.015 0.105 0.120
C -0.342 -4.859 -3.043 0.041 0.071 0.290 -0.172
Si 0.472 -4.298 -1.444 0.051 -0.675 0.210 0.574
C -0.336 -5.197 0.014 0.149 0.586 -0.517 -0.172
C 2.310 -4.653 -1.431 -0.197 0.375 -0.093 -0.188
C 0.162 -2.437 -1.134 0.282 -0.737 -0.270 -0.367
N 1.204 -1.662 -0.839 0.153 0.705 0.189 0.055
N 0.961 -0.393 -0.568 0.708 -0.604 -0.055 0.054
C -0.296 -0.011 -0.614 -0.125 0.666 0.154 -0.213
N -1.339 -0.751 -0.925 -0.447 -0.833 -0.246 0.059
N -1.100 -2.018 -1.198 -0.450 0.600 0.078 0.057
H -1.140 -5.549 -2.794 -0.259 -0.089 0.026 0.022
H -0.774 -4.054 -3.628 -0.031 0.173 -0.089 0.025
H 0.352 -5.410 -3.667 0.250 -0.017 -0.166 0.025
H 0.223 -6.076 0.313 0.102 -0.172 0.041 0.026
H -1.333 -5.492 -0.291 -0.277 -0.118 0.104 0.022
H -0.422 -4.522 0.860 -0.023 -0.020 0.243 0.025
H 2.796 -4.428 -2.374 0.027 0.136 -0.216 0.028
H 2.797 -4.053 -0.668 0.110 -0.003 0.172 0.024
H 2.485 -5.704 -1.227 -0.024 -0.226 0.121 0.028
H -0.494 1.021 -0.373 -0.061 0.211 0.039 0.089


No. 5
29
Properties=species:S:1:pos:R:3:forces:R:3:lowdin_charge:R:1 method="wB97M-V/def2-TZVPD" homo_ev=-9.5
C 3.145 -0.905 1.279 -4.516 -1.318 -0.394 -0.101
C 0.009 1.457 1.336 -1.860 0.886 0.092 -0.102
C 1.095 1.341 0.192 0.195 -0.503 1.501 -0.112
C 0.390 -0.837 2.040 -2.064 -3.326 -0.564 -0.120
C -0.767 -1.927 -0.263 -0.136 -1.403 2.971 -0.192
C -0.677 0.057 1.387 1.572 -0.511 -1.291 -0.232
C 1.334 -1.163 0.886 3.903 1.478 0.400 -0.366
C 1.048 -0.151 -0.185 -1.609 0.215 -1.701 -0.481
C -0.541 -0.421 -0.072 -0.233 0.212 -1.769 -0.459
C 1.802 -0.479 -1.516 0.128 0.659 1.122 -0.029
C -1.317 0.431 -1.118 3.321 -0.155 0.173 0.006
N 4.206 -0.708 1.670 0.376 0.160 -0.080 0.085
O 0.763 -3.731 1.178 -0.440 -0.811 0.326 -0.513
S 0.899 -2.784 0.073 0.170 1.087 0.428 0.985
H 0.354 1.597 2.398 -0.069 0.740 -1.331 0.123
H -0.779 2.239 0.990 1.448 -0.994 1.102 0.134
H 0.909 2.090 -0.600 -0.121 -0.913 0.041 0.117
H 2.113 1.549 0.479 0.388 0.306 0.686 0.108
H 0.892 -0.298 2.757 1.080 0.682 2.113 0.084
H -0.157 -1.805 2.443 1.682 1.759 -0.457 0.159
H -1.420 -2.437 0.572 1.077 1.100 -1.461 0.139
H -1.146 -2.302 -1.188 -0.119 0.177 -0.838 0.076
H -1.652 -0.150 1.838 0.042 0.806 -0.069 0.155
H 1.663 0.431 -2.162 0.615 -1.124 0.309 0.099
H 1.347 -1.365 -1.984 0.432 0.374 -0.149 0.056
H 2.902 -0.705 -1.203 -1.814 0.568 -1.029 0.113
H -0.945 0.031 -2.115 -0.833 0.810 0.900 0.108
H -0.888 1.476 -0.927 -1.568 -1.322 -0.891 0.087
H -2.356 0.279 -0.973 -1.049 0.361 -0.142 0.072


No. 6
29
Properties=species:S:1:pos:R:3:forces:R:3:lowdin_charge:R:1 method="wB97M-V/def2-TZVPD" homo_ev="-5.5 / -5.5" spin_multiplicity=3 s2=2.028
C 1.065 -1.265 -0.995 -1.275 -0.541 1.661 -0.233
C 1.815 -2.468 -1.106 -0.484 0.150 0.691 -0.208
C 1.341 -3.390 -0.125 -0.329 1.012 -0.343 -0.186
C 0.272 -2.778 0.599 0.402 0.415 -0.516 -0.204
C 0.076 -1.468 0.101 1.363 -0.034 -1.429 -0.226
Tm 0.066 2.142 -0.269 0.485 -1.646 -2.873 0.967
P -2.261 2.907 -1.638 -1.360 0.453 -0.924 0.650
H 1.163 -0.368 -1.618 -0.014 -0.143 -0.104 0.010
H 2.620 -2.644 -1.815 -0.156 0.010 0.153 0.063
H 1.726 -4.394 0.036 -0.105 0.231 -0.049 0.065
H -0.675 -0.742 0.434 0.153 -0.259 -0.056 0.022
H -0.298 -3.238 1.405 0.156 0.099 -0.193 0.064
H -3.456 2.099 -1.609 0.629 0.488 -0.062 -0.098
H -2.098 3.009 -3.072 -0.228 -0.022 0.803 -0.106
H -2.852 4.199 -1.397 0.230 -0.693 -0.204 -0.109
C 0.012 3.928 5.314 -0.072 0.122 0.118 -0.061
C -0.001 3.120 4.044 0.892 1.542 -0.076 -0.295
C -0.671 1.889 3.991 -0.738 -1.772 -0.301 -0.049
C -0.671 1.149 2.827 0.598 1.148 0.155 -0.109
N -0.052 1.629 1.715 -0.098 -0.930 1.524 -0.206
C 0.734 2.795 1.785 -0.127 0.538 0.288 -0.337
C 0.704 3.570 2.945 0.125 0.065 0.618 -0.060
H -0.999 4.085 5.712 0.140 -0.044 -0.079 0.080
H 0.594 3.427 6.100 -0.125 0.021 -0.166 0.086
H 0.466 4.909 5.142 -0.088 -0.152 0.058 0.073
H -1.191 1.496 4.867 0.203 0.154 -0.234 0.113
H -1.150 0.187 2.687 -0.049 0.082 0.209 0.113
H 1.572 2.903 1.025 -0.047 -0.037 1.109 0.067
H 1.254 4.512 2.959 -0.081 -0.255 0.221 0.115


No. 7
28
Properties=species:S:1:pos:R:3:forces:R:3:lowdin_charge:R:1 method="wB97M-V/def2-TZVPD" homo_ev=-7.6 smiles=Cc1c[nH]c2ccccc12.CCS
C -2.583 -1.339 -2.322 0.462 -0.343 -0.437 -0.049
C -1.564 -0.396 -1.755 -0.446 -0.848 1.285 -0.221
C -1.826 0.581 -0.842 0.658 0.910 -1.024 -0.059
N -0.650 1.291 -0.600 -0.535 -0.157 1.083 0.038
C 0.415 0.510 -0.956 0.242 -0.018 -1.855 -0.289
C 1.814 0.629 -0.911 -0.405 0.032 0.150 -0.081
C 2.543 -0.471 -1.297 1.066 -0.908 0.374 -0.115
C 2.004 -1.624 -1.905 -0.687 1.584 -0.393 -0.084
C 0.724 -1.440 -2.397 -0.898 -1.708 1.276 -0.033
C -0.129 -0.543 -1.743 0.381 0.917 -0.874 -0.142
H -2.114 -2.194 -2.817 0.167 0.100 0.041 0.065
H -3.165 -0.848 -3.100 -0.277 0.001 0.139 0.075
H -3.225 -1.784 -1.563 -0.204 0.275 0.043 0.076
H -2.717 0.876 -0.312 -0.256 0.096 -0.383 0.120
H -0.658 2.068 0.036 0.431 -0.240 0.170 0.126
H 2.346 1.495 -0.552 -0.143 0.164 0.272 0.102
H 3.612 -0.493 -1.105 -0.066 0.219 0.112 0.099
H 2.523 -2.567 -1.980 0.375 0.228 -0.525 0.097
H 0.254 -2.191 -3.015 0.026 -0.227 -0.137 0.099
C -0.759 1.168 4.401 -0.027 0.165 -0.158 -0.189
C -0.654 0.136 3.285 -1.023 0.713 -0.260 -0.598
S 0.688 0.483 2.096 0.418 -0.497 0.775 0.771
H -1.559 0.882 5.081 0.052 0.004 0.175 0.069
H -0.992 2.168 4.034 -0.009 -0.018 -0.183 0.066
H 0.183 1.252 4.944 -0.052 -0.171 0.135 0.067
H -0.746 -0.850 3.742 1.041 -0.227 -0.304 0.070
H -1.530 0.176 2.630 -0.193 0.161 0.313 0.045
H 1.143 1.629 2.633 -0.098 -0.210 0.188 -0.127


No. 8
42
Properties=species:S:1:pos:R:3:forces:R:3:lowdin_charge:R:1 method="wB97M-V/def2-TZVPD" homo_ev="-9.5 / -9.0" spin_multiplicity=2 s2=0.764
Pb -0.068 0.389 -0.025 -0.541 0.224 -0.298 1.869
O -1.550 4.415 0.605 -0.001 -0.687 0.453 0.170
C -1.099 3.187 0.410 1.239 -3.147 -1.674 -0.830
O -1.745 2.182 0.821 -1.063 0.268 1.057 -0.082
O -0.077 2.960 -0.257 2.227 0.373 -1.094 -0.017
H -2.222 3.997 1.149 -1.886 1.566 1.070 0.111
O -1.342 -3.517 1.392 -0.329 -1.637 0.094 0.169
C -1.102 -2.329 0.908 -1.030 1.856 0.807 -0.958
O -0.375 -2.199 -0.044 4.189 -0.667 -4.466 -0.044
O -1.642 -1.350 1.364 -2.107 3.563 2.921 0.034
H -0.991 -3.959 0.616 0.217 -1.688 0.140 0.120
O 3.530 0.603 -2.671 -1.159 -0.137 0.794 0.140
C 2.490 0.482 -1.807 1.295 0.548 3.313 -0.823
O 2.633 0.542 -0.562 2.447 0.148 1.000 -0.078
O 1.339 0.363 -2.146 -4.846 -0.776 -3.958 -0.002
H 4.187 0.820 -2.005 1.014 0.091 -0.136 0.112
C -2.265 -0.710 -5.998 -0.960 0.082 0.459 -0.010
C -3.221 -0.481 -4.804 0.653 0.044 -4.313 -0.355
C -3.696 -1.747 -4.175 -0.631 -0.050 0.716 -0.094
O -3.127 -1.647 -2.870 0.587 1.009 0.501 0.088
C -2.538 -0.403 -2.740 1.082 -1.197 0.954 -0.486
O -2.032 -0.002 -1.728 -0.424 -0.221 -0.134 0.069
O -2.456 0.232 -3.900 -0.772 0.481 1.684 0.133
H -1.405 -1.298 -5.677 -0.113 -0.205 -0.173 0.097
H -1.909 0.257 -6.353 -0.074 -0.091 -0.112 0.088
H -2.888 -1.194 -6.750 0.522 -0.181 -0.369 0.087
H -4.059 0.078 -5.220 -0.035 0.499 0.524 0.155
H -3.404 -2.632 -4.741 0.426 -0.104 0.434 0.137
H -4.779 -1.783 -4.056 -0.027 0.036 -0.028 0.135
C 3.778 1.265 5.610 0.046 0.075 0.335 -0.032
C 3.314 0.309 4.553 -0.040 2.354 0.701 -0.327
C 2.335 -0.673 5.063 0.127 -1.696 -0.876 -0.087
O 1.376 -0.755 3.993 -0.982 1.118 -1.315 0.078
C 1.431 0.379 3.225 -0.855 1.245 -0.035 -0.385
O 0.600 0.759 2.360 3.098 -1.641 2.877 -0.007
O 2.489 1.140 3.686 -1.128 -1.358 -1.836 0.084
H 2.940 1.770 6.089 -0.122 -0.132 -0.039 0.096
H 4.380 2.039 5.134 0.372 -0.174 0.365 0.096
H 4.287 0.665 6.365 0.470 0.414 0.101 0.097
H 4.217 -0.076 4.077 -0.499 -0.285 -0.691 0.163
H 1.881 -0.414 6.020 -0.231 0.098 -0.222 0.145
H 2.786 -1.666 5.086 -0.155 -0.019 0.468 0.145